Entry 1:
DFT (ωB97M-V with the def2-TZVPD basis set) results for one molecule with the formula CH3IO3S2 at a distorted geometry.

Last columns: bonded neighbours and bond lengths (Å).
Positions of all 10 atoms, in Å:
1 C -0.98823 0.76091 -0.03666  S6 1.726, H8 1.047, H9 1.140, H10 1.097
2 O 0.28337 -0.92323 1.53314  S6 1.407
3 O 0.58346 -1.03321 -0.91968  S5 1.731, S6 1.650
4 O -1.54595 -1.78360 0.18598  S6 1.447
5 S 2.29921 -0.80712 -0.96887  O3 1.731, I7 2.341
6 S -0.46109 -0.83819 0.34214  C1 1.726, O2 1.407, O3 1.650, O4 1.447
7 I 2.81098 1.29986 -0.08718  S5 2.341
8 H -0.10799 1.29632 0.14955  C1 1.047
9 H -1.43096 0.87721 -1.08051  C1 1.140
10 H -1.44280 1.15104 0.88208  C1 1.097

Calculated values
electronic energy	-1359.6323	hartree
SMILES string	CS(=O)(=O)OSI
HOMO energy	-9.3	eV
Kohn-Sham gap	8.291	eV
2S+1	1

Entry 2:
DFT (ωB97M-V with the def2-TZVPD basis set) results for one molecule with the formula CH3IOS2 at a distorted geometry.

Last columns: bonded neighbours and bond lengths (Å).
Positions of all 8 atoms, in Å:
1 C 1.45834 1.83931 0.18499  I5 2.004, H6 1.076, H7 1.075
2 O -0.41119 -1.58315 1.12085  S4 1.452
3 S -1.48906 -0.53705 -1.37977  S4 2.128, I5 2.641
4 S -1.62980 -1.76503 0.35230  O2 1.452, S3 2.128, H8 1.420
5 I -0.49726 1.59301 -0.17462  C1 2.004, S3 2.641
6 H 1.86857 1.28428 1.01031  C1 1.076
7 H 2.10340 2.06901 -0.64406  C1 1.075
8 H -1.40299 -2.90038 -0.47000  S4 1.420

Calculated values
electronic energy	-1209.0541	hartree
HOMO energy (spin up / spin down)	-8.6 / -8.6	eV
Kohn-Sham gap (spin up / spin down)	7.008 / 7.008	eV
2S+1	1

Question: Number 1 is which compound?
Answer: CH3IO3S2

Repeat the second record exactly.
DFT (ωB97M-V with the def2-TZVPD basis set) results for one molecule with the formula CH3IOS2 at a distorted geometry.

Last columns: bonded neighbours and bond lengths (Å).
Positions of all 8 atoms, in Å:
1 C 1.45834 1.83931 0.18499  I5 2.004, H6 1.076, H7 1.075
2 O -0.41119 -1.58315 1.12085  S4 1.452
3 S -1.48906 -0.53705 -1.37977  S4 2.128, I5 2.641
4 S -1.62980 -1.76503 0.35230  O2 1.452, S3 2.128, H8 1.420
5 I -0.49726 1.59301 -0.17462  C1 2.004, S3 2.641
6 H 1.86857 1.28428 1.01031  C1 1.076
7 H 2.10340 2.06901 -0.64406  C1 1.075
8 H -1.40299 -2.90038 -0.47000  S4 1.420

Calculated values
electronic energy	-1209.0541	hartree
HOMO energy (spin up / spin down)	-8.6 / -8.6	eV
Kohn-Sham gap (spin up / spin down)	7.008 / 7.008	eV
2S+1	1

Repeat the first record exactly.
DFT (ωB97M-V with the def2-TZVPD basis set) results for one molecule with the formula CH3IO3S2 at a distorted geometry.

Last columns: bonded neighbours and bond lengths (Å).
Positions of all 10 atoms, in Å:
1 C -0.98823 0.76091 -0.03666  S6 1.726, H8 1.047, H9 1.140, H10 1.097
2 O 0.28337 -0.92323 1.53314  S6 1.407
3 O 0.58346 -1.03321 -0.91968  S5 1.731, S6 1.650
4 O -1.54595 -1.78360 0.18598  S6 1.447
5 S 2.29921 -0.80712 -0.96887  O3 1.731, I7 2.341
6 S -0.46109 -0.83819 0.34214  C1 1.726, O2 1.407, O3 1.650, O4 1.447
7 I 2.81098 1.29986 -0.08718  S5 2.341
8 H -0.10799 1.29632 0.14955  C1 1.047
9 H -1.43096 0.87721 -1.08051  C1 1.140
10 H -1.44280 1.15104 0.88208  C1 1.097

Calculated values
electronic energy	-1359.6323	hartree
SMILES string	CS(=O)(=O)OSI
HOMO energy	-9.3	eV
Kohn-Sham gap	8.291	eV
2S+1	1